A molecular structure, C2H7Br2N2 in a non-equilibrium geometry, computed with ωB97M-V with the def2-TZVPD basis set.

Calculated values
Total charge: +1
Kohn-Sham gap in hartree: 0.3616
Energy in a.u.: -5337.64667
Multiplicity: 1
Relative energy (zero: lowest compared OMol25 entry of this formula, charge and spin) in eV: 0.381
Strongest force on any atom in eV Å⁻¹: 3.7
HOMO level in eV: -14.1

Last column: Löwdin charge in e.
Element x y z (Å)
C 0.19 1.02 -0.39  -0.3585
C 0.61 -0.48 -0.60  -1.1356
N -0.09 1.44 0.95  0.0305
N -0.77 -1.43 0.24  0.1651
Br 2.19 -0.98 0.29  0.8150
Br 0.59 -1.08 -2.45  0.7724
H -0.78 1.19 -0.90  0.1332
H 1.07 1.50 -0.82  0.1142
H -0.84 2.13 1.00  0.1082
H 0.63 1.47 1.59  0.0406
H -0.38 -2.24 0.75  0.1263
H -1.18 -0.77 0.90  0.1187
H -1.25 -1.77 -0.56  0.0701

C2H7N3S in the gas phase in a non-equilibrium geometry, computed with ωB97M-V with the def2-TZVPD basis set.

Calculated values
Total charge: 0
Kohn-Sham gap (spin up / spin down) in hartree: 0.2813 / 0.2694
Energy in a.u.: -642.69597
Multiplicity: 1
Relative energy (zero: lowest compared OMol25 entry of this formula, charge and spin) in eV: 4.264
Strongest force on any atom in eV Å⁻¹: 1.5
HOMO level (spin up / spin down) in eV: -7.7 / -7.5

Last column: Löwdin charge in e.
Element x y z (Å)
C 1.01 -0.50 -0.79  -0.2670
C 0.68 0.88 -0.78  -0.1107
N 0.24 -0.71 1.61  -0.4802
N 0.46 -1.36 0.48  -0.1350
N -2.11 0.47 0.69  -0.2834
S -0.64 0.59 1.63  0.9071
H 0.57 -1.06 -1.62  0.0954
H 2.08 -0.67 -0.72  0.0969
H 1.32 1.60 -0.31  0.0268
H -0.16 1.26 -1.34  0.0306
H 1.13 -2.11 0.65  0.0971
H -1.95 0.25 -0.28  0.0089
H -2.61 1.35 0.77  0.0136

C12H23N3O3 in the gas phase, computed with ωB97M-V with the def2-TZVPD basis set.

Calculated values
Total charge: 0
Kohn-Sham gap in hartree: 0.3569
SMILES string: CN(C)CCCNC(=O)C(=O)NC[C@H]1CCCO1
Energy in a.u.: -861.06257
Multiplicity: 1
Relative energy (zero: lowest compared OMol25 entry of this formula, charge and spin) in eV: 0.957
Strongest force on any atom in eV Å⁻¹: 0.6
HOMO level in eV: -8.9

Last column: Löwdin charge in e.
Element x y z (Å)
C -2.99 -1.75 -1.12  -0.0891
N -3.54 -1.04 0.02  -0.3185
C -4.05 -1.98 1.01  -0.0916
C -4.53 -0.04 -0.36  -0.2125
C -3.87 1.25 -0.88  -0.1609
C -2.97 1.90 0.18  -0.1617
N -1.86 1.04 0.49  0.0824
C -0.58 1.40 0.43  -0.4084
O -0.14 2.52 0.21  0.0477
C 0.36 0.21 0.68  -0.4001
O -0.04 -0.93 0.82  0.0677
N 1.64 0.62 0.73  0.0848
C 2.77 -0.25 0.86  -0.1054
C 3.57 -0.37 -0.45  -0.3223
C 4.35 0.91 -0.79  -0.1217
C 5.64 0.73 0.01  -0.1518
C 5.78 -0.80 0.11  -0.1894
O 4.56 -1.37 -0.35  -0.1003
H -2.59 -1.03 -1.84  0.0803
H -3.73 -2.38 -1.62  0.0896
H -2.16 -2.37 -0.78  0.0862
H -4.89 -2.59 0.62  0.0878
H -4.39 -1.44 1.89  0.0851
H -3.24 -2.65 1.30  0.0878
H -5.23 -0.42 -1.12  0.1215
H -5.11 0.21 0.53  0.1168
H -4.66 1.95 -1.15  0.1125
H -3.28 1.04 -1.77  0.1056
H -3.55 2.09 1.09  0.1247
H -2.57 2.85 -0.19  0.1205
H -2.10 0.05 0.60  0.1086
H 1.77 1.61 0.55  0.1316
H 2.39 -1.24 1.12  0.1314
H 3.42 0.11 1.66  0.1322
H 2.89 -0.67 -1.25  0.1548
H 4.56 0.94 -1.86  0.1182
H 3.80 1.82 -0.51  0.1095
H 5.55 1.17 1.00  0.1044
H 6.49 1.18 -0.48  0.1071
H 6.58 -1.18 -0.53  0.1175
H 5.97 -1.12 1.14  0.1173

- What is the formula in the second record?
  C2H7N3S